ORCA calculation (ωB97M-V/def2-TZVPD) on a structure of composition C35H37BrFGaN5O4SSb.

The geometry in XYZ format:
```
86
Properties=species:S:1:pos:R:3:forces:R:3
Ga 0.0383 0.3139 1.0532 -0.501 0.881 0.259
S -1.3463 -1.3786 0.6950 0.297 -0.062 -0.497
Sb -1.2475 -1.3315 -1.7360 -0.632 0.134 -0.425
C 0.3079 -0.8674 -3.1820 -0.559 -0.279 0.816
C 0.7765 0.4220 -3.3670 0.011 0.261 0.137
C 1.6558 0.6776 -4.4093 -0.139 0.090 0.047
C 2.0508 -0.3470 -5.2523 -0.043 -0.028 -0.003
C 1.5704 -1.6315 -5.0591 -0.047 -0.026 -0.069
C 0.6913 -1.9005 -4.0227 -0.204 -0.140 0.035
C -2.1081 -3.1847 -2.3452 0.290 0.665 0.257
C -2.6328 -3.2292 -3.6267 -0.027 0.177 -0.069
C -3.2063 -4.4055 -4.0760 -0.053 -0.044 -0.081
C -3.2410 -5.5185 -3.2493 0.003 0.030 -0.026
C -2.7123 -5.4588 -1.9703 -0.004 0.026 0.099
C -2.1424 -4.2836 -1.5063 0.085 0.017 0.257
C -2.6907 0.2453 -2.0253 0.452 -0.547 0.042
C -3.7620 0.2836 -1.1424 -0.039 -0.112 0.159
C -4.7594 1.2299 -1.3084 -0.054 -0.063 0.019
C -4.6871 2.1404 -2.3518 0.012 -0.081 -0.046
C -3.6204 2.0973 -3.2347 -0.016 0.023 -0.092
C -2.6212 1.1473 -3.0787 0.181 -0.054 -0.133
H 0.4699 1.2274 -2.7090 0.008 -0.028 -0.058
H 2.0226 1.6827 -4.5613 0.030 0.047 -0.021
H 2.7358 -0.1457 -6.0602 0.082 0.016 -0.083
H 1.8766 -2.4285 -5.7165 0.046 -0.113 -0.097
H 0.2952 -2.8994 -3.8744 0.033 -0.043 -0.070
H -2.6019 -2.3549 -4.2626 -0.055 0.039 -0.151
H -3.6314 -4.4502 -5.0670 -0.011 -0.012 -0.088
H -3.6850 -6.4356 -3.6030 -0.050 -0.088 -0.044
H -2.7452 -6.3240 -1.3258 -0.001 -0.070 0.033
H -1.7171 -4.2270 -0.5134 -0.023 -0.088 -0.006
H -3.8261 -0.4338 -0.3316 -0.055 0.072 0.002
H -5.5981 1.2407 -0.6282 -0.096 0.024 0.052
H -5.4738 2.8657 -2.4924 -0.078 0.088 -0.005
H -3.5762 2.7901 -4.0623 0.025 0.048 -0.055
H -1.8046 1.1085 -3.7881 0.006 0.010 -0.034
Br -4.9850 2.6583 2.5521 0.417 0.027 -0.231
C -3.4417 2.7810 1.4618 -0.006 -0.019 0.098
C -3.3711 3.7069 0.4219 0.068 -0.247 0.283
C -2.2510 3.7003 -0.3906 0.056 -0.133 0.158
C -1.2380 2.7918 -0.1375 0.111 0.302 -0.257
N -1.3010 1.9355 0.8816 0.717 -0.628 -0.001
C -2.3779 1.9149 1.6665 -0.564 0.108 0.315
H -4.1801 4.4049 0.2628 -0.045 0.011 -0.054
H -2.1630 4.3848 -1.2165 0.034 0.095 -0.105
H -0.3351 2.7571 -0.7328 -0.005 0.037 -0.017
H -2.3963 1.1840 2.4683 -0.058 0.039 -0.069
C 3.6686 2.3521 5.5178 -0.194 0.024 0.115
C 2.1484 2.3540 5.6512 0.508 0.443 0.137
N 1.5255 1.2711 4.8915 -0.250 -0.041 -0.152
C 1.2617 0.0284 5.6166 0.047 -0.481 0.105
C 2.3011 -1.0706 5.4159 -0.109 0.152 0.025
C 1.2381 1.4193 3.6143 -0.029 0.185 -0.191
C 1.3850 2.7551 2.9660 -0.112 0.078 -0.237
N 0.7940 0.4200 2.8552 -0.412 -0.649 -0.285
H 4.0695 3.1687 6.1109 0.118 0.084 0.015
H 3.9842 2.4865 4.4858 0.043 0.022 -0.075
H 4.0962 1.4267 5.8915 0.055 -0.087 0.039
H 1.7498 3.3138 5.3203 -0.057 -0.129 0.105
H 1.8838 2.2280 6.7019 -0.141 0.020 -0.164
H 0.2659 -0.3368 5.3419 0.035 0.100 0.064
H 1.2340 0.2818 6.6763 -0.151 0.035 -0.128
H 2.3517 -1.4172 4.3878 0.039 -0.076 -0.144
H 2.0263 -1.9132 6.0433 0.008 -0.142 0.019
H 3.2894 -0.7388 5.7178 0.100 0.034 0.014
H 2.3981 3.1443 3.0500 -0.018 0.001 0.049
H 0.6986 3.4750 3.4131 0.033 0.009 0.082
H 1.1526 2.6722 1.9066 0.083 0.124 0.127
H 0.7327 -0.4747 3.3380 0.056 0.155 -0.128
F 1.5663 -2.4651 1.9765 0.161 -0.352 -0.208
C 2.1496 -2.2210 0.7841 0.427 0.657 0.453
C 3.0570 -1.2295 0.6864 -0.627 -0.908 0.378
N 3.5088 -0.7826 -0.5221 0.530 -0.207 -0.275
C 3.5999 0.6562 -0.6624 -0.169 0.182 -0.130
C 2.2198 1.2518 -0.3517 0.148 0.325 -0.021
O 2.0319 2.4023 -0.0490 0.405 0.526 -0.011
O 1.2291 0.3815 -0.3788 -0.489 -0.311 0.177
C 3.2499 -1.4988 -1.6888 0.056 0.037 0.144
O 3.6342 -1.1466 -2.7676 0.219 0.054 -0.278
N 2.4695 -2.6239 -1.5028 0.059 -0.389 -0.189
C 1.6247 -2.8357 -0.4292 -0.072 0.382 -0.117
O 0.5414 -3.3622 -0.5793 0.268 -0.509 0.128
H 3.3935 -0.6765 1.5547 -0.112 0.008 0.059
H 3.8923 0.8847 -1.6918 -0.013 0.022 0.196
H 4.3386 1.0777 0.0226 -0.082 0.022 -0.097
H 2.2243 -3.1138 -2.3615 0.040 0.238 0.217
```
Positions in Å, forces in eV/Å.

Its HOMO energy is -0.51548 Ha. Its relative energy (zero: lowest compared OMol25 entry of this formula, charge and spin) is 0.6999 eV. Its total charge is +2. Its HOMO-LUMO gap is 8.29 eV.

Here are the Mulliken charges for atoms 1 to 2, given in e: -1.6897, -0.7454

ORCA calculation (ωB97M-V/def2-TZVPD) on a structure of composition C22H18Co2NO6.

The geometry in XYZ format:
```
49
Properties=species:S:1:pos:R:3:forces:R:3
C 0.2322 0.3699 4.9084 -0.451 0.073 0.208
C 0.0420 -0.3741 3.6462 0.571 -0.265 -0.620
C 1.0009 -0.7125 2.7209 0.207 0.322 0.602
C 0.3839 -1.4546 1.7077 -0.434 -0.453 -0.391
C -0.9521 -1.5654 2.0168 0.876 0.073 -0.081
C -1.9895 -2.2904 1.2573 -0.378 0.038 0.178
N -1.1610 -0.8955 3.2081 -0.267 -0.060 0.051
C -2.4304 -0.8013 3.9276 0.605 0.038 -0.243
H 1.2709 0.6765 5.0368 -0.091 -0.081 -0.140
H -0.3946 1.2602 4.9260 -0.034 0.227 0.155
H -0.0488 -0.2481 5.7604 -0.001 0.014 0.268
H 2.0518 -0.4635 2.7866 -0.116 0.059 0.043
H 0.8656 -1.8857 0.8406 -0.157 0.047 0.015
H -1.5715 -2.7614 0.3697 -0.014 0.207 0.282
H -2.4360 -3.0721 1.8704 -0.191 -0.174 0.029
H -2.7819 -1.6113 0.9462 -0.209 0.003 -0.159
H -3.2257 -1.2957 3.3749 0.141 -0.010 -0.115
H -2.3431 -1.2799 4.9011 -0.037 -0.026 0.133
H -2.7070 0.2417 4.0682 -0.048 0.086 0.033
O 4.4941 1.1962 -1.5693 0.856 0.293 0.626
C 3.6982 0.9148 -2.3326 -0.033 -0.088 -0.261
Co 2.3839 0.4422 -3.4446 -0.171 -0.537 0.499
C 1.3588 1.9190 -3.6683 1.003 -0.359 -0.880
O 0.7068 2.8459 -3.7584 -0.457 0.295 0.215
C 3.0069 -0.1467 -5.0419 -1.282 0.267 0.805
O 3.4068 -0.5248 -6.0369 0.473 -0.133 -0.376
C 1.7954 -1.3628 -2.6461 -1.999 1.677 0.050
C 0.9145 -0.3049 -2.1943 1.580 -2.151 2.526
C 1.2129 0.3668 -0.9205 -0.012 -2.308 -5.122
C 0.3646 1.3109 -0.3725 -2.071 2.436 1.232
C 0.8340 2.2759 0.5574 -0.018 -1.016 -0.929
C 0.0056 3.2776 0.9853 -0.398 0.498 0.093
C -1.3150 3.3454 0.5499 0.190 0.178 0.070
C -1.7999 2.4081 -0.3501 -0.198 0.405 0.270
C -0.9838 1.4156 -0.8159 1.022 -0.489 0.311
Co -0.0719 -1.6459 -3.4123 0.318 1.511 0.168
C 0.4633 -2.3558 -5.0268 -0.653 0.887 1.832
O 0.7860 -2.7850 -6.0298 0.263 -0.361 -0.670
C -1.2907 -0.3445 -3.7443 0.764 -1.774 -0.360
O -2.0516 0.4848 -3.9106 -0.650 0.965 -0.057
C -0.7986 -2.8213 -2.2604 0.800 0.978 -1.321
O -1.2560 -3.5549 -1.5176 -0.490 -0.959 0.634
H 1.9515 -2.1126 -1.8753 1.220 -0.037 -0.284
H 2.2148 0.2709 -0.5401 0.156 -0.269 0.327
H 1.8764 2.2527 0.8496 0.013 -0.068 0.097
H 0.4083 4.0584 1.6108 -0.043 0.090 0.253
H -1.9472 4.1587 0.8754 -0.064 0.062 0.081
H -2.8133 2.4812 -0.7106 -0.184 -0.007 -0.038
H -1.3608 0.6976 -1.5230 0.092 -0.105 -0.041
```
Positions in Å, forces in eV/Å.

Its HOMO energy is -0.12604 Ha. Its relative energy (zero: lowest compared OMol25 entry of this formula, charge and spin) is 0.0000 eV. Its total charge is -1. Its HOMO-LUMO gap is 5.42 eV.

Here are the Mulliken charges for atoms 1 to 2, given in e: -1.5565, 0.5734

> Which of these has the lowest total charge?

C22H18Co2NO6

> Which value of HOMO-LUMO gap does entry 2 give?

5.42 eV